# 1
Below is a single C8H20O4Si molecule in a non-equilibrium geometry, with properties calculated with ωB97M-V/def2-TZVPD.

Geometry (Å):
1 C 0.14303 -0.27973 3.01571
2 C 0.10868 -1.34120 1.94703
3 O 0.96843 -1.01253 0.90396
4 Si 0.19818 -0.54064 -0.45445
5 O -0.56700 -1.77646 -1.19801
6 C -1.63019 -1.45942 -2.04985
7 C -2.98183 -1.87140 -1.49387
8 O 1.24439 0.16917 -1.50911
9 C 2.61096 -0.11114 -1.50223
10 C 3.33503 0.32671 -0.22718
11 O -0.88136 0.59853 -0.01163
12 C -0.38232 1.92449 -0.04380
13 C -1.31770 2.95807 0.55110
14 H -0.03881 0.72814 2.58746
15 H -0.60206 -0.43094 3.78977
16 H 1.15581 -0.25412 3.46786
17 H -0.87737 -1.45058 1.47649
18 H 0.42328 -2.32579 2.31313
19 H -1.55903 -0.38695 -2.35135
20 H -1.44464 -2.00612 -2.97387
21 H -2.86497 -2.88395 -1.08936
22 H -3.77970 -1.81069 -2.24374
23 H -3.30431 -1.28902 -0.64126
24 H 2.75840 -1.16458 -1.67659
25 H 3.01402 0.44974 -2.35666
26 H 4.40585 0.14569 -0.36686
27 H 3.20860 1.41962 -0.08680
28 H 2.87482 -0.14856 0.63929
29 H -0.08738 2.22764 -1.06021
30 H 0.54073 1.91187 0.55162
31 H -2.28003 3.02277 0.00187
32 H -0.85208 3.91983 0.49107
33 H -1.53940 2.74156 1.60046

orbital gap: 11.28 eV
electronic energy: -24692.2032 eV
maximum force: 1.7 eV Å⁻¹
HOMO level: -10.29 eV
relative energy (zero: lowest compared OMol25 entry of this formula, charge and spin): 0.6 kcal/mol
SMILES: CCO[Si](OCC)(OCC)OCC

# 2
Below is 4 unconnected molecules or ions with the total composition C2H14NO3 in a non-equilibrium geometry, with properties calculated with ωB97M-V/def2-TZVPD.

Geometry (Å):
1 C -2.40199 -1.80588 -0.50385
2 C -1.57554 -0.87394 0.41239
3 N -0.13375 -1.36632 0.52957
4 H -3.53401 -1.51315 -0.41306
5 H -2.26442 -2.80804 -0.26111
6 H -2.06256 -1.60364 -1.47881
7 H -1.84714 -0.79441 1.47092
8 H -1.72324 0.07708 -0.04625
9 H 0.44467 -0.55316 0.96608
10 H 0.02272 -2.11009 1.16616
11 H 0.20228 -1.69494 -0.41040
12 H 1.83641 -1.21698 -2.18441
13 H 0.57609 -0.80676 -3.03982
14 O 0.84274 -1.24160 -2.17994
15 H 2.47962 4.40854 0.12840
16 H 1.13820 3.88924 -0.36082
17 O 1.84170 3.72230 0.29982
18 H 0.48705 1.20933 2.46015
19 H 1.06612 1.74118 1.14664
20 O 0.81301 0.94668 1.59238

orbital gap: 11.99 eV
electronic energy: -9927.7355 eV
maximum force: 3.6 eV Å⁻¹
charge: +1
HOMO level: -14.90 eV
relative energy (zero: lowest compared OMol25 entry of this formula, charge and spin): 16.4 kcal/mol

# 3
Below is a molecular structure, Br3O2P in a non-equilibrium geometry, with properties calculated with ωB97M-V/def2-TZVPD.

Geometry (Å):
1 O 1.18049 1.99811 -1.20833
2 O -0.14976 -0.75925 -1.01888
3 P 0.27795 0.43190 -0.13710
4 Br -1.19128 -2.09284 -0.03987
5 Br -1.38701 1.14486 0.99398
6 Br 1.26962 -0.72278 1.41020

orbital gap: 7.11 eV
electronic energy: -223507.3831 eV
maximum force: 6.6 eV Å⁻¹
HOMO level: -10.11 eV
relative energy (zero: lowest compared OMol25 entry of this formula, charge and spin): 110.0 kcal/mol

# 4
Below is a molecular structure, C24H17FeN2O5P in a non-equilibrium geometry, with properties calculated with ωB97M-V/def2-TZVPD.

Geometry (Å):
1 Fe -1.70022 -0.61155 -0.37282
2 O -2.99663 1.23562 -0.00744
3 C -1.82416 1.36782 0.25223
4 C -0.92558 2.51084 0.51063
5 C -1.26239 3.78310 0.93740
6 C -0.23359 4.70131 1.11684
7 C 1.07790 4.32669 0.83850
8 C 1.40182 3.05180 0.38032
9 C 0.38737 2.11684 0.22793
10 P 0.62971 0.36537 -0.27717
11 C -0.03531 0.25836 -1.98620
12 C -0.48342 1.36338 -2.72431
13 C -1.04715 1.17980 -3.97451
14 C -1.18390 -0.10172 -4.50120
15 C -0.75932 -1.20422 -3.77903
16 C -0.18469 -1.03020 -2.52434
17 C 2.40874 0.12463 -0.40238
18 C 3.13970 0.46159 -1.54082
19 C 4.51329 0.27972 -1.55585
20 C 5.15829 -0.23142 -0.43575
21 C 4.43571 -0.57074 0.69881
22 C 3.05928 -0.39923 0.71431
23 H -2.29404 4.05002 1.12751
24 H -0.45141 5.70115 1.46521
25 H 1.87245 5.04925 0.97819
26 H 2.43082 2.79384 0.16335
27 H -0.39192 2.36334 -2.31852
28 H -1.38788 2.03564 -4.54194
29 H -1.63101 -0.23765 -5.47686
30 H -0.87434 -2.20163 -4.18090
31 H 0.15766 -1.89872 -1.96917
32 H 2.64142 0.85421 -2.41958
33 H 5.08156 0.53263 -2.44088
34 H 6.23077 -0.37415 -0.45204
35 H 4.93821 -0.98100 1.56431
36 H 2.49192 -0.68555 1.59279
37 O -3.39678 -5.12308 2.95758
38 C -2.77636 -4.24436 3.73782
39 O -2.64678 -4.40109 4.91950
40 C -2.29382 -2.98332 3.09486
41 C -1.74696 -1.94697 3.82151
42 N -1.43481 -0.96636 2.95597
43 N -1.72772 -1.31475 1.69523
44 C -2.23966 -2.53498 1.76933
45 C -2.61967 -3.13540 0.46352
46 O -3.07191 -4.25376 0.36852
47 O -2.35457 -2.34062 -0.54698
48 H -3.46246 -4.80672 2.03297
49 H -1.58344 -1.86035 4.88379
50 H -1.03477 -0.06740 3.15976

orbital gap (alpha / beta): 7.44 / 7.84 eV
electronic energy: -82051.1081 eV
maximum force: 1.3 eV Å⁻¹
charge: +1
2S+1: 6
HOMO level (alpha / beta): -11.50 / -12.51 eV
relative energy (zero: lowest compared OMol25 entry of this formula, charge and spin): 0.0 kcal/mol

# 5
Below is a molecular structure, C12H15N2TeTl, with properties calculated with ωB97M-V/def2-TZVPD.

Geometry (Å):
1 Tl 2.13274 -0.39406 -1.01598
2 N 2.13852 -0.45950 2.53270
3 C 2.40139 -1.45873 3.38995
4 C 1.89069 -2.61212 2.83757
5 C 1.32299 -2.20045 1.63094
6 N 1.46274 -0.88258 1.44349
7 H 2.34109 0.51831 2.65878
8 H 2.92301 -1.28148 4.31573
9 H 1.92348 -3.60444 3.25027
10 H 0.80068 -2.80056 0.90062
11 C -9.08997 1.86206 2.08281
12 C -7.65423 1.53626 1.87321
13 C -6.65948 2.51981 2.03598
14 C -5.33074 2.23416 1.86919
15 C -4.28303 3.29409 2.03035
16 C -4.97488 0.89008 1.52624
17 Te -3.00494 0.41189 1.41603
18 C -5.96800 -0.11874 1.31734
19 C -5.62234 -1.52408 0.92335
20 C -7.27989 0.23285 1.50258
21 H -9.24159 2.90238 2.35689
22 H -9.50450 1.22435 2.86765
23 H -9.65949 1.64633 1.17547
24 H -6.95880 3.52678 2.29802
25 H -4.72900 4.24271 2.32026
26 H -3.74308 3.45671 1.09434
27 H -3.56277 3.02532 2.80856
28 H -4.56046 -1.66259 0.70624
29 H -6.17050 -1.81291 0.02664
30 H -5.89109 -2.22236 1.71680
31 H -8.05425 -0.51158 1.35813

orbital gap (alpha / beta): 6.26 / 5.92 eV
electronic energy: -27637.5172 eV
maximum force: 0.1 eV Å⁻¹
charge: +2
HOMO level (alpha / beta): -15.24 / -14.54 eV
relative energy (zero: lowest compared OMol25 entry of this formula, charge and spin): 0.0 kcal/mol

# 6
Below is 9 unconnected molecules or ions with the total composition C16H55B2NO6 in a non-equilibrium geometry, with properties calculated with ωB97M-V/def2-TZVPD.

Geometry (Å):
1 N 4.56125 -7.78279 -26.28948
2 H 4.45072 -7.97385 -27.27506
3 H 5.47914 -7.36968 -26.20621
4 H 4.41943 -8.66401 -25.81679
5 H 3.81554 -7.19430 -25.94643
6 B 0.97922 -9.46855 -27.20885
7 H 1.78209 -8.75350 -27.11749
8 H 1.30634 -10.47690 -27.00771
9 H 0.23606 -9.19438 -26.47620
10 H 0.49853 -9.45718 -28.17480
11 B 2.07007 -6.47346 -25.50151
12 H 1.65219 -5.52325 -25.20704
13 H 2.82560 -6.71418 -24.76975
14 H 1.28122 -7.20427 -25.59037
15 H 2.52123 -6.35835 -26.47487
16 C 5.35201 -8.68227 -29.62826
17 O 4.19709 -8.21062 -29.01361
18 H 5.82376 -7.82725 -30.11250
19 H 6.21237 -8.87754 -28.98814
20 H 5.30279 -9.47756 -30.37204
21 C 3.20217 -4.62230 -28.89696
22 C 2.27670 -5.37833 -29.85376
23 C 3.08230 -5.70642 -31.17773
24 O 1.91316 -6.63999 -29.21342
25 H 4.11295 -5.21222 -28.79416
26 H 2.85394 -4.49104 -27.87247
27 H 3.35716 -3.57960 -29.17424
28 H 1.29061 -4.93162 -29.98092
29 H 3.91805 -6.39059 -31.03109
30 H 3.35302 -4.77660 -31.67798
31 H 2.54407 -6.30643 -31.91149
32 H 2.64720 -7.25631 -29.15914
33 C 9.80154 -7.79568 -28.82693
34 C 9.40410 -6.94368 -27.54554
35 C 8.33506 -5.85547 -27.92768
36 O 8.99736 -7.87361 -26.58192
37 H 10.03209 -7.15754 -29.68001
38 H 8.99350 -8.42561 -29.19891
39 H 10.66178 -8.42350 -28.59476
40 H 10.22082 -6.38673 -27.08633
41 H 7.35329 -6.30051 -28.08952
42 H 8.57560 -5.15334 -28.72594
43 H 8.22429 -5.20884 -27.05723
44 H 9.05546 -8.79964 -26.82828
45 C 6.10554 -7.99977 -22.59560
46 C 7.36114 -7.37215 -23.22482
47 C 8.65037 -8.19251 -22.91296
48 O 7.05478 -7.28284 -24.68530
49 H 6.23906 -8.28557 -21.55224
50 H 5.94324 -9.00539 -22.98353
51 H 5.11041 -7.56481 -22.68847
52 H 7.40753 -6.32407 -22.92909
53 H 8.79954 -8.29788 -21.83837
54 H 9.55738 -7.78318 -23.35781
55 H 8.47161 -9.20400 -23.27769
56 H 7.88202 -7.36810 -25.16491
57 C 1.82199 -11.08343 -23.56812
58 C 3.25929 -10.56761 -23.98991
59 C 4.46890 -11.53563 -23.70641
60 O 3.29781 -10.26134 -25.39023
61 H 1.17110 -10.21194 -23.49769
62 H 1.97716 -11.48933 -22.56849
63 H 1.39194 -11.90988 -24.13391
64 H 3.44862 -9.67631 -23.39171
65 H 5.48981 -11.15373 -23.70198
66 H 4.36938 -12.49058 -24.22242
67 H 4.39588 -11.75399 -22.64100
68 H 2.41915 -9.92678 -25.58422
69 C 4.02549 -2.99697 -24.41897
70 C 4.83134 -4.13576 -23.76106
71 C 5.66820 -3.68769 -22.45931
72 O 3.88782 -5.10887 -23.46971
73 H 3.26626 -2.62664 -23.73011
74 H 3.70409 -3.34049 -25.40223
75 H 4.67483 -2.15797 -24.66901
76 H 5.64521 -4.43998 -24.41921
77 H 6.58767 -3.22136 -22.81317
78 H 5.91976 -4.56969 -21.87035
79 H 5.18523 -3.03824 -21.72921
80 H 3.31354 -5.28297 -24.21904

orbital gap: 5.13 eV
electronic energy: -32603.6159 eV
maximum force: 4.6 eV Å⁻¹
charge: -2
HOMO level: -1.20 eV

# 7
Below is 7 unconnected molecules or ions with the total composition C37H31F6O3 in a non-equilibrium geometry, with properties calculated with ωB97M-V/def2-TZVPD.

Geometry (Å):
1 O -9.68611 -8.38074 16.71828
2 C -9.90960 -7.68383 15.62971
3 O -8.97736 -7.16378 15.02643
4 O -11.03514 -7.55866 15.13283
5 H -8.74332 -8.20004 16.70851
6 F -7.84298 -4.96421 13.53350
7 C -7.40259 -3.78494 13.99179
8 C -7.40541 -3.51756 15.38486
9 C -6.97406 -2.28094 15.84041
10 C -6.63006 -1.32251 14.88662
11 C -6.57117 -1.59072 13.50820
12 C -7.01589 -2.81361 13.06335
13 H -7.87854 -4.22860 16.04590
14 H -7.01590 -2.12797 16.90871
15 H -6.32953 -0.38496 15.33054
16 H -6.38989 -0.86334 12.73073
17 H -7.15642 -3.03051 12.01474
18 F -9.89380 -8.98972 12.06185
19 C -8.81166 -9.78517 11.98517
20 C -8.10743 -10.19935 13.12453
21 C -6.93321 -10.94452 13.07240
22 C -6.53142 -11.37099 11.85349
23 C -7.21375 -10.99199 10.68207
24 C -8.37983 -10.17840 10.77393
25 H -8.55261 -9.75708 14.00352
26 H -6.43448 -11.16390 14.00489
27 H -5.62960 -11.96518 11.86023
28 H -6.75761 -11.34992 9.77091
29 H -8.85338 -9.89811 9.84463
30 F -6.66193 -6.41275 18.08574
31 C -7.39037 -6.03900 19.17563
32 C -8.65936 -5.68587 18.87682
33 C -9.47953 -5.23086 19.88930
34 C -9.01068 -5.11229 21.22156
35 C -7.78380 -5.62794 21.54357
36 C -6.96951 -6.06241 20.52432
37 H -9.02780 -5.77682 17.86569
38 H -10.47076 -5.02273 19.51442
39 H -9.72020 -4.92358 22.01361
40 H -7.48530 -5.77581 22.57091
41 H -6.00369 -6.52807 20.65372
42 F -6.21696 -9.15715 16.10848
43 C -5.11314 -8.45268 15.83802
44 C -3.84600 -9.03805 15.85218
45 C -2.71157 -8.25256 15.76478
46 C -2.90635 -6.85346 15.45322
47 C -4.16910 -6.30090 15.31111
48 C -5.30355 -7.10762 15.54621
49 H -3.77172 -10.08035 16.12509
50 H -1.72369 -8.66892 15.89567
51 H -2.07310 -6.18992 15.27482
52 H -4.20015 -5.23577 15.13523
53 H -6.27581 -6.65334 15.42479
54 F -16.04417 -9.14037 15.45032
55 C -15.12518 -10.11222 15.11988
56 C -13.77143 -9.91425 15.45284
57 C -12.81093 -10.85754 15.20417
58 C -13.22489 -12.08778 14.68123
59 C -14.58381 -12.28957 14.31985
60 C -15.52373 -11.30623 14.48318
61 H -13.51634 -8.88473 15.65634
62 H -11.74049 -10.72386 15.25607
63 H -12.55191 -12.91198 14.49630
64 H -14.85356 -13.18972 13.78752
65 H -16.54661 -11.39925 14.14931
66 F -10.74771 -4.53024 15.01405
67 C -11.21730 -4.10123 16.25169
68 C -12.41449 -4.68245 16.67653
69 C -13.07268 -4.10604 17.75564
70 C -12.50782 -3.01472 18.46157
71 C -11.33190 -2.46810 18.06105
72 C -10.69907 -3.00137 16.93384
73 H -12.83630 -5.53446 16.16412
74 H -14.01579 -4.55018 18.03791
75 H -12.97683 -2.53893 19.31013
76 H -10.87233 -1.62967 18.56325
77 H -9.87044 -2.48057 16.47718

orbital gap (alpha / beta): 1.34 / 6.30 eV
electronic energy: -61316.2205 eV
maximum force: 5.5 eV Å⁻¹
charge: -2
2S+1: 2
HOMO level (alpha / beta): 2.85 / -2.16 eV

# 8
Below is a molecular structure, C5H9N3O in a non-equilibrium geometry, with properties calculated with ωB97M-V/def2-TZVPD.

Geometry (Å):
1 C -1.30068 -0.92034 -0.17679
2 C 0.01554 -0.89458 0.03417
3 C -1.83773 0.42748 -0.10994
4 C 0.91452 -2.11152 -0.00436
5 C 2.33159 1.78828 0.17327
6 N -0.97956 1.36105 -0.12587
7 N 0.54837 0.33362 0.07269
8 N -3.15110 0.71254 0.03219
9 O 1.74095 0.72902 -0.54142
10 H -1.82704 -1.84687 -0.03429
11 H 0.51990 -3.01476 0.51091
12 H 0.86078 -2.50186 -1.03796
13 H 1.88174 -1.93289 0.51972
14 H 3.10751 1.41475 0.95855
15 H 1.49880 2.20415 0.80896
16 H 2.78644 2.63850 -0.51058
17 H -3.33935 1.58106 -0.36515
18 H -3.77068 0.03238 -0.20411

orbital gap: 9.26 eV
electronic energy: -11843.8993 eV
maximum force: 4.3 eV Å⁻¹
HOMO level: -8.27 eV
relative energy (zero: lowest compared OMol25 entry of this formula, charge and spin): 127.0 kcal/mol

# 9
Below is a gas-phase ion, C8H6N3O2 (charge +1) in a non-equilibrium geometry, with properties calculated with ωB97M-V/def2-TZVPD.

Geometry (Å):
1 C 1.65371 -2.30921 -0.20786
2 C 1.85706 -1.75606 1.08947
3 C 0.84817 -1.74585 -1.12756
4 C 1.25497 -0.59071 1.43417
5 C 0.12096 -0.51303 -0.79928
6 C 0.43088 0.08592 0.49582
7 C -1.76209 1.74445 -0.73988
8 C -0.50493 2.20419 -0.47105
9 N -0.75791 -0.15916 -1.61417
10 N -0.10151 1.26969 0.78195
11 N -2.99814 1.62701 -0.50435
12 O 0.34631 2.88913 -0.91473
13 O -0.12399 1.82225 1.87009
14 H 2.18267 -3.21437 -0.47516
15 H 2.51561 -2.25704 1.77955
16 H 0.67696 -2.16044 -2.10617
17 H 1.41801 -0.11457 2.38978
18 H -3.52898 2.32930 0.01933
19 H -3.52775 0.84848 -0.89995

orbital gap (alpha / beta): 5.91 / 6.18 eV
electronic energy: -16943.7494 eV
maximum force: 3.2 eV Å⁻¹
charge: +1
HOMO level (alpha / beta): -12.57 / -12.58 eV
relative energy (zero: lowest compared OMol25 entry of this formula, charge and spin): 11.7 kcal/mol

# 10
Below is a single C2H3NOS molecule in a non-equilibrium geometry, with properties calculated with ωB97M-V/def2-TZVPD.

Geometry (Å):
1 C 0.12829 1.40259 0.08578
2 C -0.56136 0.37978 -0.44272
3 N -0.12966 -0.91829 -0.29720
4 O 0.90165 -2.99129 0.38648
5 S 0.06334 -1.90202 0.83133
6 H -0.01559 2.52917 -0.06273
7 H 1.16568 1.05907 0.43304
8 H -1.55236 0.44100 -0.93398

orbital gap: 8.53 eV
electronic energy: -16493.0883 eV
maximum force: 2.1 eV Å⁻¹
HOMO level: -9.30 eV
relative energy (zero: lowest compared OMol25 entry of this formula, charge and spin): 48.7 kcal/mol